Formula: C32H56BIrN4O2PSe2
Source: the OMol25 dataset
Level of theory: the ωB97M-V functional and the def2-TZVPD basis

* charge: +3
* multiplicity: 5
* frontier orbital gap (spin up / spin down): 8.2350 / 5.7601 eV
* energy above the lowest of the compared OMol25 structures with the same formula, charge and spin: 17.0 kJ/mol

CARTESIAN COORDINATES (ANGSTROEM)
Ir1 0.4495 1.0939 -0.3391
C1 -0.0738 1.5908 -4.7254
Se1 0.1613 0.2486 -3.3242
C2 2.1272 0.1478 -3.2748
C3 2.8096 1.4929 -3.1409
Se2 1.9856 2.6607 -1.7653
C4 3.5288 3.1729 -0.7315
H1 0.4448 1.2584 -5.6210
H2 0.3057 2.5579 -4.4019
H3 -1.1373 1.6590 -4.9376
H4 2.4550 -0.3520 -4.1884
H5 2.3446 -0.5020 -2.4247
H6 2.7750 2.0411 -4.0847
H7 3.8590 1.3646 -2.8650
H8 4.1132 2.2969 -0.4678
H9 3.1604 3.6640 0.1640
H10 4.1301 3.8671 -1.3141
C5 -0.9104 -3.3483 -3.7792
C6 -0.3672 -3.7799 -2.4171
C7 -0.4132 -5.3133 -2.2980
C8 1.0533 -3.3321 -2.1741
C9 2.0219 -3.6703 -3.1135
C10 3.3518 -3.3570 -2.9222
C11 3.7393 -2.7440 -1.7432
C12 2.8157 -2.3883 -0.7654
C13 3.3885 -1.8267 0.5218
C14 2.6686 -2.2202 1.8057
C15 3.5506 -0.3127 0.4307
C16 1.4558 -2.6361 -1.0099
N1 0.4660 -2.2193 -0.0905
B1 -0.0201 -0.8683 0.2150
N2 -1.1613 -1.1560 1.0879
C17 -1.2884 -2.4848 1.2624
C18 -0.3184 -3.1286 0.5198
C19 -1.9438 -0.2215 1.8159
C20 -1.5378 0.0879 3.1228
C21 -2.2311 1.0668 3.8355
C22 -3.3467 1.6803 3.2758
C23 -3.7666 1.3136 2.0126
C24 -3.0988 0.3484 1.2619
C25 -3.7296 -0.0776 -0.0470
C26 -2.8738 0.2273 -1.2777
C27 -4.1466 -1.5532 -0.0259
C28 -0.3814 -0.6143 3.7926
C29 -0.8085 -1.2840 5.1041
C30 0.7713 0.3677 4.0289
H11 -1.9468 -3.6622 -3.8686
H12 -0.3548 -3.7975 -4.5970
H13 -0.8702 -2.2628 -3.8827
H14 -1.0328 -3.3599 -1.6545
H15 0.1311 -5.7759 -3.1162
H16 -1.4430 -5.6557 -2.3399
H17 0.0303 -5.6607 -1.3676
H18 1.7273 -4.2214 -3.9923
H19 4.0880 -3.6383 -3.6581
H20 4.7904 -2.5856 -1.5562
H21 4.3958 -2.2537 0.5974
H22 1.7688 -1.6320 1.9547
H23 3.3336 -2.0401 2.6448
H24 2.4205 -3.2760 1.8037
H25 2.5609 0.1672 0.2542
H26 4.2327 -0.0598 -0.3767
H27 3.9472 0.0798 1.3624
H28 -2.0300 -2.9215 1.9076
H29 -0.1442 -4.1872 0.4541
H30 -1.9967 1.2186 4.8810
H31 -3.9161 2.3969 3.8493
H32 -4.6646 1.7534 1.6076
H33 -4.6486 0.5081 -0.1411
H34 -1.9966 -0.4178 -1.3223
H35 -2.5481 1.2640 -1.2574
H36 -3.4586 0.0613 -2.1792
H37 -3.3049 -2.2146 -0.2137
H38 -4.8859 -1.7299 -0.8020
H39 -4.5975 -1.8153 0.9282
H40 -0.0168 -1.4073 3.1382
H41 -1.0215 -0.5612 5.8865
H42 -0.0081 -1.9280 5.4589
H43 -1.6957 -1.8952 4.9590
H44 0.5022 1.1098 4.7768
H45 1.0479 0.8620 3.0956
H46 1.6358 -0.1709 4.4044
N3 -0.6591 3.4634 3.4173
C31 -1.3306 4.2959 2.4067
P1 -0.5464 3.8385 0.7615
O1 0.7955 3.2956 1.1146
O2 -1.4099 2.9479 -0.0919
C32 -0.5448 5.4230 -0.2643
N4 -1.6610 5.2364 -1.2142
H47 -0.6180 3.9148 4.3374
H48 0.3027 3.2881 3.0577
H49 -1.1552 2.5165 3.5311
H50 -1.1419 5.3483 2.6089
H51 -2.4012 4.1089 2.4135
H52 0.4099 5.4683 -0.7901
H53 -0.6533 6.3305 0.3253
H54 -1.8443 4.1773 -1.1154
H55 -1.4447 5.4901 -2.1839
H56 -2.5063 5.7477 -0.9405

Atoms 1-2, force components in eV/Å:
0.1 -0.1 -0.4
0.2 0.1 0.2

Formula: C5H15N2O3PS
Source: the OMol25 dataset
Level of theory: the ωB97M-V functional and the def2-TZVPD basis

* SMILES: NCCCO[P@](O)(=S)OCCN
* multiplicity: 1
* frontier orbital gap: 9.5713 eV
* energy above the lowest of the compared OMol25 structures with the same formula, charge and spin: 0.0 kJ/mol

CARTESIAN COORDINATES (ANGSTROEM)
N1 -2.5173 -0.1705 2.9483
C1 -2.7459 -0.9704 1.7770
C2 -1.4550 -1.0370 1.0391
C3 -0.2924 -1.3379 1.9984
O1 0.9740 -1.5991 1.3456
P1 1.6037 -0.2736 0.5167
O2 3.2404 -0.1383 0.6242
S1 1.1838 1.5021 1.2897
O3 1.0933 -0.4834 -1.0184
C4 1.6497 0.5658 -1.9023
C5 0.7685 0.7585 -3.1500
N2 1.5487 1.8530 -3.7743
H1 -3.2962 -0.2878 3.5713
H2 -2.4350 0.8029 2.6511
H3 -3.1665 -1.9338 2.0256
H4 -3.4844 -0.4883 1.0564
H5 -1.5250 -1.7828 0.1623
H6 -1.2746 -0.0418 0.4803
H7 -0.5448 -2.2885 2.5358
H8 -0.1587 -0.5600 2.7196
H9 3.2516 0.5211 1.2749
H10 2.6207 0.2468 -2.1984
H11 1.7449 1.5977 -1.3367
H12 -0.2511 1.0597 -2.8966
H13 0.6903 -0.0856 -3.6967
H14 1.3798 2.6523 -3.2456
H15 1.3976 1.9189 -4.7972

Atoms 1-2, force components in eV/Å:
-0.4 0.4 0.4
-1.1 1.1 -1.5

Formula: C3H9P
Source: the OMol25 dataset
Level of theory: the ωB97M-V functional and the def2-TZVPD basis

* SMILES: [H][H].C=C.C=P
* multiplicity: 1
* frontier orbital gap: 10.0872 eV
* energy above the lowest of the compared OMol25 structures with the same formula, charge and spin: 229.1 kJ/mol

CARTESIAN COORDINATES (ANGSTROEM)
H1 -0.5122 -3.1825 2.5202
H2 0.1640 -3.0322 2.5741
C1 -1.6961 -0.0778 0.2136
C2 -1.5212 0.6747 -0.7920
H3 -1.0267 -0.9133 0.5047
H4 -2.6297 0.0308 0.7982
H5 -2.1525 1.5102 -1.1147
H6 -0.5853 0.6664 -1.3208
C3 2.1044 1.0312 -1.2290
P1 2.1166 -0.0134 0.0532
H7 1.7711 2.0545 -1.2124
H8 2.2994 0.3753 -2.1507
H9 1.6682 0.8760 1.1557

Atoms 1-2, force components in eV/Å:
-1.9 -0.4 -0.2
1.9 0.4 0.1

Formula: C6H17NO3
Source: the OMol25 dataset
Level of theory: the ωB97M-V functional and the def2-TZVPD basis

* SMILES: C=NC(=C)CCC.O.O.O
* multiplicity: 1
* frontier orbital gap: 10.0821 eV
* energy above the lowest of the compared OMol25 structures with the same formula, charge and spin: 485.4 kJ/mol

CARTESIAN COORDINATES (ANGSTROEM)
C1 -2.6309 0.5781 -0.1880
N1 -1.3929 0.8412 -0.6095
C2 -0.7688 -0.5637 -0.8791
C3 -1.4181 -1.4170 -1.6346
C4 0.4412 -0.6258 0.0114
C5 1.7143 -0.2273 -0.8495
C6 1.8675 -1.0194 -2.1664
H1 -3.1890 1.4283 0.1308
H2 -2.9367 -0.4534 -0.0168
H3 -2.3345 -1.2393 -2.2733
H4 -0.9729 -2.3509 -2.0282
H5 0.7901 -1.6336 0.3700
H6 0.2838 -0.0015 0.7780
H7 2.5745 -0.4740 -0.2581
H8 1.7328 0.8530 -0.7295
H9 2.1861 -0.2768 -2.9487
H10 2.4449 -1.8555 -2.1457
H11 0.8233 -1.2978 -2.4009
O1 -0.3767 1.8371 3.6644
H12 -1.0170 1.5715 2.9407
H13 0.4221 1.3398 3.6330
O2 -0.1897 3.9751 -0.3640
H14 -0.7437 3.8795 0.5383
H15 -0.3664 3.0546 -0.5043
O3 0.9630 -2.3276 2.7371
H16 0.2508 -1.7367 2.6460
H17 1.8429 -1.8581 2.5469

Atoms 1-2, force components in eV/Å:
4.0 1.2 -0.5
-3.1 -3.9 0.5